{"formula": "C29H59BrF3N6O6", "method": "ωB97M-V/def2-TZVPD", "species": ["C", "C", "C", "C", "C", "C", "N", "O", "C", "C", "O", "C", "C", "C", "C", "N", "N", "C", "C", "C", "C", "O", "C", "F", "F", "F", "C", "C", "C", "Br", "H", "H", "H", "H", "H", "H", "H", "H", "H", "H", "H", "H", "H", "H", "H", "H", "H", "H", "H", "H", "H", "H", "H", "H", "H", "H", "H", "H", "H", "H", "H", "H", "H", "H", "H", "H", "H", "H", "C", "C", "O", "N", "C", "H", "H", "H", "H", "H", "H", "H", "C", "C", "O", "N", "C", "H", "H", "H", "H", "H", "H", "H", "C", "C", "O", "N", "C", "H", "H", "H", "H", "H", "H", "H"], "positions_angstrom": [[1.039, -3.933, -4.076], [1.212, -3.046, -2.831], [1.550, -1.573, -3.108], [0.380, -0.600, -2.885], [-0.800, -1.008, -3.774], [0.067, -0.531, -1.360], [-1.343, -0.121, -1.043], [-2.353, -0.981, -1.361], [-1.527, 0.999, -0.444], [-2.902, 1.560, -0.170], [-3.638, 1.543, -1.359], [-4.916, 0.914, -1.296], [-0.228, 1.645, -0.085], [-0.241, 2.054, 1.413], [-1.004, 1.230, 2.472], [-2.257, 1.893, 2.885], [-0.131, 2.888, -0.839], [-0.355, 2.994, -2.287], [-1.709, 3.623, -2.664], [0.857, 0.468, -0.424], [2.099, 1.057, -1.076], [2.638, 1.956, -0.091], [3.843, 2.511, -0.310], [3.818, 3.745, 0.051], [4.782, 1.911, 0.388], [4.206, 2.449, -1.575], [1.238, -0.319, 0.855], [2.208, -1.508, 0.651], [3.577, -1.299, 1.311], [1.360, -3.174, 1.261], [1.569, -4.881, -3.944], [1.442, -3.448, -4.972], [-0.008, -4.181, -4.283], [1.993, -3.483, -2.207], [0.288, -3.110, -2.239], [1.858, -1.449, -4.156], [2.423, -1.269, -2.519], [0.700, 0.392, -3.219], [-1.542, -0.206, -3.861], [-1.315, -1.904, -3.425], [-0.419, -1.229, -4.778], [0.134, -1.546, -0.959], [-2.488, -1.515, -0.556], [-3.372, 0.930, 0.604], [-2.787, 2.564, 0.253], [-5.252, 0.767, -2.323], [-4.853, -0.057, -0.788], [-5.642, 1.558, -0.789], [-0.659, 3.066, 1.448], [0.813, 2.135, 1.695], [-1.223, 0.211, 2.130], [-0.358, 1.087, 3.341], [-3.041, 1.251, 2.855], [-2.188, 2.172, 3.858], [0.730, 3.341, -0.558], [0.460, 3.605, -2.691], [-0.260, 2.018, -2.769], [-2.226, 3.954, -1.759], [-2.368, 2.930, -3.192], [-1.564, 4.498, -3.307], [2.824, 0.271, -1.306], [1.887, 1.612, -1.990], [0.324, -0.671, 1.332], [1.709, 0.367, 1.562], [2.355, -1.730, -0.409], [3.597, -0.369, 1.884], [3.836, -2.118, 1.989], [4.369, -1.246, 0.556], [-6.900, 4.672, -4.062], [-6.728, 4.027, -2.706], [-7.069, 2.873, -2.499], [-6.182, 4.785, -1.718], [-5.726, 6.158, -1.789], [-7.347, 3.936, -4.723], [-7.550, 5.545, -4.004], [-5.942, 4.992, -4.473], [-6.119, 4.313, -0.830], [-4.665, 6.238, -1.545], [-6.285, 6.799, -1.106], [-5.867, 6.538, -2.796], [5.619, -4.616, 0.620], [4.512, -5.411, -0.037], [4.007, -5.050, -1.089], [4.099, -6.540, 0.585], [4.585, -7.114, 1.823], [5.826, -3.755, -0.009], [5.325, -4.279, 1.615], [6.528, -5.209, 0.720], [3.363, -7.025, 0.095], [4.993, -8.113, 1.663], [3.789, -7.182, 2.566], [5.374, -6.491, 2.232], [2.008, 0.193, 6.256], [0.713, -0.554, 6.039], [-0.062, -0.248, 5.141], [0.432, -1.579, 6.875], [1.220, -2.076, 7.986], [2.072, 0.977, 5.508], [2.042, 0.644, 7.248], [2.868, -0.470, 6.159], [-0.447, -2.034, 6.680], [1.499, -3.120, 7.835], [0.670, -1.998, 8.924], [2.131, -1.494, 8.080]], "forces_ev_per_angstrom": [[0.00, -0.11, -0.16], [-0.09, -0.21, 0.11], [0.13, 0.09, -0.15], [-0.04, 0.04, 0.27], [-0.10, 0.05, -0.09], [-0.13, 0.29, 0.05], [0.69, 0.16, 0.11], [-0.24, 0.00, 0.21], [-0.30, -0.23, -0.13], [-0.13, -0.26, 0.03], [0.21, 0.02, -0.08], [-0.23, -0.02, 0.11], [0.15, -0.28, -0.38], [0.19, 0.37, 0.20], [-0.05, -0.10, 0.02], [-0.02, -0.14, 0.07], [0.37, 0.00, 0.26], [0.06, -0.15, -0.08], [-0.02, 0.15, -0.05], [-0.63, -0.24, -0.28], [0.08, -0.11, 0.13], [-0.62, -0.17, 0.05], [-0.18, -1.07, -0.33], [-0.22, 2.25, 0.70], [0.84, -0.84, 0.79], [0.17, -0.11, -1.31], [0.13, 0.15, 0.06], [0.00, 0.16, -0.35], [0.18, -0.10, 0.06], [-0.03, 0.05, 0.06], [-0.09, 0.16, -0.06], [-0.01, -0.12, 0.13], [0.14, 0.14, 0.04], [0.01, 0.03, 0.01], [0.19, -0.02, 0.00], [-0.02, -0.06, 0.21], [-0.15, -0.06, -0.08], [0.01, -0.11, 0.05], [0.06, -0.13, 0.05], [0.11, 0.07, 0.00], [-0.08, 0.15, 0.17], [0.05, 0.06, -0.02], [-0.02, -0.02, -0.20], [0.12, 0.13, -0.08], [-0.03, -0.13, -0.10], [0.07, 0.07, 0.18], [0.03, 0.10, -0.07], [0.09, -0.13, -0.07], [0.09, -0.21, -0.03], [-0.17, 0.14, 0.00], [-0.05, 0.11, -0.02], [-0.04, -0.06, -0.11], [0.11, 0.02, 0.04], [0.02, 0.06, -0.16], [-0.17, 0.15, 0.02], [-0.12, -0.10, 0.06], [-0.02, 0.00, -0.03], [0.06, 0.00, -0.14], [0.11, 0.04, 0.13], [-0.03, -0.14, 0.12], [-0.02, 0.16, 0.07], [-0.03, -0.06, 0.10], [0.09, -0.04, -0.06], [-0.15, -0.13, -0.08], [-0.08, 0.10, 0.15], [0.02, -0.14, -0.05], [-0.07, 0.13, -0.13], [-0.15, 0.01, 0.10], [0.01, -0.05, 0.00], [-0.05, 0.09, -0.11], [0.08, 0.02, 0.09], [0.07, -0.03, 0.10], [-0.04, 0.00, -0.05], [0.00, 0.01, 0.00], [0.00, 0.00, 0.01], [0.00, 0.00, 0.00], [-0.03, 0.00, -0.01], [0.01, -0.03, -0.01], [-0.03, -0.02, 0.00], [0.01, 0.04, 0.00], [0.00, 0.02, -0.01], [0.07, 0.09, 0.00], [-0.11, 0.11, -0.04], [-0.11, -0.15, 0.05], [0.03, 0.04, -0.02], [0.00, -0.01, 0.01], [0.00, 0.00, 0.01], [0.00, -0.01, 0.00], [0.02, 0.01, -0.01], [0.01, 0.00, -0.03], [-0.02, 0.02, 0.00], [0.01, -0.02, 0.03], [-0.01, 0.00, -0.02], [0.03, 0.02, 0.04], [0.02, 0.02, -0.04], [-0.06, -0.10, 0.03], [0.03, 0.05, -0.02], [0.00, 0.00, 0.00], [0.00, 0.00, 0.00], [0.00, 0.00, 0.00], [0.00, 0.02, -0.01], [0.00, 0.00, -0.03], [-0.02, 0.02, -0.01], [0.02, -0.02, 0.03]], "energy_ha": -4793.733312, "max_force_ha_per_bohr": 0.0460, "e_lumo_ev": -3.00, "orbital_gap_ev": 8.3, "total_charge": 1}

---

{"formula": "C9H15N2", "method": "ωB97M-V/def2-TZVPD", "species": ["C", "C", "C", "C", "N", "N", "C", "C", "C", "C", "C", "H", "H", "H", "H", "H", "H", "H", "H", "H", "H", "H", "H", "H", "H", "H"], "positions_angstrom": [[-4.433, 0.933, 0.102], [-3.144, 0.452, -0.086], [-2.081, -0.065, -0.361], [-0.834, -0.840, -0.692], [-1.047, -2.169, -0.465], [0.360, -0.257, 0.158], [0.848, 1.097, -0.148], [2.397, 1.114, -0.015], [2.946, 0.440, 1.186], [2.739, -0.337, -0.133], [1.453, -1.152, -0.255], [-4.915, 1.366, -0.843], [-4.323, 1.745, 0.851], [-5.078, 0.141, 0.503], [-0.521, -0.467, -1.650], [-0.528, -2.934, -0.962], [-1.893, -2.432, -0.106], [0.119, -0.228, 1.155], [0.433, 1.908, 0.473], [0.647, 1.410, -1.145], [3.012, 1.809, -0.551], [2.368, 0.278, 2.122], [4.065, 0.707, 1.281], [3.569, -0.846, -0.717], [1.312, -1.483, -1.300], [1.389, -2.065, 0.266]], "forces_ev_per_angstrom": [[-2.47, 1.98, 0.14], [3.35, -2.02, -1.55], [-0.06, 0.08, 0.44], [-2.41, 2.97, 0.69], [3.27, -1.80, -1.51], [-0.18, 0.02, -0.21], [1.27, 2.74, 0.31], [-1.38, -1.34, -0.44], [2.32, -0.08, -0.28], [0.54, -1.86, 0.44], [1.74, 0.36, -0.37], [0.82, -0.64, 1.31], [-0.68, -0.29, -0.34], [0.04, 0.32, -0.05], [0.26, -0.54, -0.84], [-0.84, 1.53, 0.64], [-2.29, -0.61, 0.98], [0.15, -0.83, -0.21], [-0.37, -0.85, 0.10], [-0.57, -0.27, -1.06], [-0.31, 0.59, -0.11], [0.51, 0.03, -0.86], [-2.05, -0.58, 0.47], [-0.78, 1.28, 0.97], [-0.09, 0.70, 0.19], [0.23, -0.87, 1.15]], "energy_ha": -461.083478, "max_force_ha_per_bohr": 0.0818, "e_lumo_ev": -2.51, "orbital_gap_ev": 11.0, "smiles": "CC#C[C@H](N)[N@@H+]1C[C@H]2C[C@H]2C1", "total_charge": 1}

---

{"formula": "C2H3Cl2NSi", "method": "ωB97M-V/def2-TZVPD", "species": ["C", "C", "N", "Si", "Cl", "Cl", "H", "H", "H"], "positions_angstrom": [[2.536, 0.720, 0.442], [-0.513, -0.994, -0.426], [1.829, 0.138, 1.147], [-1.972, -0.054, -0.316], [-3.133, -0.522, 1.118], [-2.006, 1.845, -0.857], [0.089, -0.981, -1.283], [-0.273, -1.746, 0.203], [3.445, 1.594, -0.028]], "forces_ev_per_angstrom": [[3.15, 3.30, -0.67], [-2.38, 2.96, -1.50], [0.57, 0.27, -0.76], [3.93, -1.57, -1.44], [-2.39, -0.44, 2.50], [-0.36, 1.09, -0.59], [0.88, 0.46, -1.10], [0.17, -2.55, 2.02], [-3.58, -3.53, 1.52]], "energy_ha": -1342.587438, "max_force_ha_per_bohr": 0.1022, "e_lumo_ev": -0.09, "orbital_gap_ev": 7.9}